Density functional theory data (ωB97M-V/def2-TZVPD) for 12 unconnected molecules or ions with the total composition C28H80N2O12.

The geometry in XYZ format:
```
122
Properties=species:S:1:pos:R:3:forces:R:3:lowdin_charge:R:1
H 8.157 11.188 6.028 0.5 -0.2 -0.4 0.078
H 8.843 4.260 2.372 0.3 -0.7 0.4 0.079
C 11.629 7.899 1.021 -0.4 1.8 0.3 -0.034
H 6.844 12.241 6.432 0.0 -0.5 0.2 0.094
H 12.325 10.669 4.742 1.0 1.1 0.2 0.067
H 5.166 7.842 3.873 0.1 0.5 0.0 0.064
C 5.474 5.967 0.058 7.5 -1.0 -5.6 -0.660
H 12.298 11.618 2.668 0.3 0.2 -0.8 0.132
H 6.054 12.914 4.255 -0.5 0.9 -0.2 0.075
C 9.548 8.485 -0.300 1.1 1.7 0.3 -0.027
H 1.124 8.274 5.138 -1.2 1.3 0.0 0.064
H 3.635 10.330 2.213 -0.6 0.2 0.3 0.122
O 9.250 5.884 8.156 -2.7 -8.8 0.0 0.017
H 6.588 11.898 2.895 -0.4 0.0 -0.1 0.068
O 6.682 9.900 4.279 2.0 -10.0 -5.6 -0.015
H 2.885 9.114 3.711 -0.4 -0.4 -1.1 0.124
H 6.804 10.512 6.918 0.0 0.1 0.0 0.069
H 9.618 3.275 3.665 -0.1 0.2 0.5 0.054
H 1.466 6.954 4.088 -0.4 -0.5 -0.9 0.077
C 1.872 7.602 4.827 -0.2 -0.7 -0.5 -0.030
H 3.734 6.469 -0.251 0.6 -0.6 1.2 0.158
H 7.517 7.657 3.655 -0.3 -0.7 0.4 0.060
H 9.632 7.254 5.997 0.0 -1.0 -0.2 0.047
C 9.725 7.778 6.928 1.5 1.6 -1.5 -0.038
C 9.517 10.255 2.802 -0.1 -0.6 1.0 -0.015
H 10.218 8.657 9.423 0.6 0.7 -0.2 0.070
C 6.608 6.076 1.002 -0.2 -2.9 1.6 -0.017
H 11.437 7.174 4.258 -2.1 3.0 1.0 0.007
C 5.537 4.755 -0.861 2.8 0.5 0.7 -0.012
H 8.689 6.947 2.586 0.4 0.4 -0.1 0.074
H 11.898 9.391 3.697 -0.3 -0.4 0.9 0.088
C 6.185 7.766 6.687 -1.3 -1.1 -0.7 -0.175
C 11.886 6.290 4.106 1.2 -2.5 -1.6 -0.095
H 9.631 5.944 -0.194 -0.2 -0.5 0.4 0.118
H 7.716 12.473 4.084 0.2 -0.2 0.1 0.078
H 6.897 1.528 1.736 0.3 -0.4 0.2 0.079
H 9.262 2.567 2.116 -0.4 -0.3 0.0 0.086
C 10.570 7.482 0.023 3.4 3.8 -0.1 -0.624
C 9.892 6.956 8.167 3.6 6.9 0.8 -0.624
O 8.511 5.872 4.291 -0.7 1.2 -0.7 -0.153
H 8.973 9.855 3.651 -0.2 0.4 0.2 0.061
C 6.696 12.114 3.953 0.0 1.3 -0.3 -0.039
H 7.507 6.459 0.625 1.0 0.8 -1.1 0.049
H 1.979 7.022 5.714 0.8 -0.7 0.7 0.083
O 4.575 10.194 2.210 -1.7 6.1 8.2 0.019
O 7.472 1.976 4.173 1.6 -9.0 6.6 -0.002
O 10.155 6.364 0.499 -3.5 -6.4 2.0 0.001
H 5.978 9.837 3.587 1.1 -0.8 0.2 0.089
H 9.957 5.227 7.926 -2.1 -0.1 0.0 0.134
H 8.908 8.493 6.885 -0.1 0.1 0.5 0.070
C 9.507 7.859 9.341 0.2 1.3 -1.3 -0.026
C 6.367 10.943 4.839 -2.7 8.1 4.1 -0.684
C 8.883 3.261 2.875 -0.3 1.4 -1.2 -0.025
H 5.492 6.993 6.365 0.0 -0.7 0.4 0.062
C 7.470 2.907 3.358 -0.6 6.5 -6.4 -0.661
H 3.465 10.326 -0.267 -2.3 0.2 0.4 0.052
O 3.516 8.972 5.465 3.3 3.9 6.6 0.008
H 12.842 6.363 4.616 0.2 -0.6 0.2 0.097
C 3.130 8.335 4.437 -2.8 -2.7 -5.0 -0.607
O 11.482 11.263 2.294 7.4 1.7 -8.8 0.039
N 7.214 4.798 6.385 -6.1 8.5 -14.8 0.046
H 5.525 8.613 6.641 0.1 0.8 0.8 0.063
H 6.724 8.213 8.415 0.1 0.1 0.6 0.065
C 11.473 10.206 4.315 0.2 -1.3 -0.5 -0.023
O 9.302 3.956 6.217 -5.8 -3.4 -0.9 -0.057
H 9.607 7.378 10.253 -0.4 -1.3 1.8 0.054
H 10.680 8.319 6.808 -0.3 0.4 0.0 0.082
C 4.950 9.611 1.178 2.5 -4.9 -6.8 -0.603
H 6.950 8.886 1.919 0.1 -0.7 1.9 0.034
C 7.935 3.726 6.363 11.3 5.4 2.2 -0.573
H 10.562 11.990 3.669 -1.6 0.3 1.2 0.138
H 6.292 6.702 1.780 -0.2 0.8 1.5 0.054
H 5.689 6.818 -0.528 0.6 1.4 -1.8 0.114
H 6.588 2.922 7.219 1.0 2.0 2.0 0.175
C 8.473 7.123 3.644 -0.6 0.2 -0.9 -0.128
H 12.503 7.263 0.966 -0.1 -0.4 0.3 0.087
H 11.083 7.240 -0.858 1.1 0.3 -2.0 0.126
C 4.491 10.250 -0.131 1.7 -0.8 -0.1 -0.009
H 5.264 10.850 4.994 0.1 1.2 0.7 0.146
C 4.173 7.404 3.885 1.0 0.1 0.7 -0.012
H 4.894 11.245 -0.232 0.4 0.3 -0.2 0.089
H 8.050 1.240 3.795 -1.2 1.1 1.1 0.169
H 10.881 9.929 5.180 -0.3 -0.5 -0.2 0.070
H 4.768 9.585 -0.948 0.5 0.3 -0.2 0.085
H 8.992 8.144 -1.103 -1.1 -0.5 -2.1 0.065
H 9.649 9.366 2.180 0.8 0.4 0.0 0.056
H 10.965 6.676 8.273 0.1 1.0 0.0 0.150
H 8.545 8.370 9.192 0.2 -0.6 0.2 0.069
N 7.433 3.608 7.582 -1.2 -16.3 8.0 0.030
O 11.034 5.203 4.474 0.8 1.1 0.4 -0.112
H 6.923 3.762 3.834 0.9 -0.1 -0.5 0.137
H 6.991 10.363 1.093 -0.1 -0.1 -0.4 0.095
H 7.935 2.678 7.847 -0.1 0.4 1.6 0.106
H 6.424 3.150 1.372 0.4 0.1 0.2 0.040
H 7.629 5.287 5.514 -1.1 1.0 1.2 0.090
C 6.469 9.400 1.147 -0.4 0.9 -1.4 -0.023
H 6.258 4.435 5.929 1.6 1.7 1.6 0.179
H 10.142 9.369 -0.561 -0.7 0.2 -0.2 0.112
O 4.310 6.096 0.460 -10.3 1.7 4.1 0.036
H 11.129 7.942 2.007 0.6 -0.4 -0.3 0.059
O 6.860 7.444 7.868 -0.6 0.4 0.2 -0.084
H 6.840 7.850 5.876 1.4 0.3 -1.2 0.040
C 7.083 11.208 6.123 -0.5 0.4 1.5 -0.025
C 10.763 11.005 3.256 -6.2 -1.6 7.6 -0.660
H 9.137 7.842 4.093 0.7 0.2 0.1 0.055
C 6.578 2.451 2.203 -1.5 1.2 -1.1 -0.042
H 9.442 5.631 4.224 0.4 -0.9 0.5 0.018
H 5.548 2.329 2.581 0.4 -0.3 0.1 0.093
H 8.830 8.732 0.438 -0.3 0.2 1.1 0.032
H 5.380 3.877 -0.296 -0.3 -1.1 0.6 0.056
H 8.879 10.911 2.279 -0.9 0.8 -0.7 0.060
H 12.002 6.264 3.019 0.6 -0.1 0.1 0.074
H 11.443 4.435 4.096 0.0 -0.8 -0.1 0.085
H 6.545 4.723 -1.266 0.3 -0.4 -0.2 0.087
H 6.725 8.748 0.319 -0.1 0.4 -0.6 0.066
H 3.993 7.077 2.885 -0.5 -0.4 -0.6 0.064
H 11.961 8.920 0.835 0.1 0.1 -0.1 0.081
H 2.837 9.588 5.761 0.2 -0.1 0.1 0.132
H 4.482 8.652 1.302 0.0 -1.7 -1.3 0.116
H 6.921 5.087 1.399 -0.4 0.6 0.3 0.081
H 4.318 6.567 4.556 -0.3 -0.5 0.0 0.084
H 4.904 4.776 -1.684 -1.5 0.3 -1.4 0.057
```
Positions in Å, forces in eV/Å.

Total charge: 0
ΔE to the lowest compared entry with this formula, charge and spin: 17.086 eV
DFT total energy: -2126.4782 hartree
Highest occupied orbital energy: -7.65 eV
Kohn-Sham gap: 7.9 eV

=====

Density functional theory data (ωB97M-V/def2-TZVPD) for 3 unconnected molecules or ions with the total composition C19H42NO12P.

The geometry in XYZ format:
```
75
Properties=species:S:1:pos:R:3:forces:R:3:lowdin_charge:R:1
C -5.989 6.081 1.405 0.0 0.0 0.0 -0.629
C 1.155 -3.036 0.123 0.2 0.1 0.1 -0.128
C 2.827 -8.286 0.437 0.0 0.0 0.0 -0.628
C -6.849 5.860 -0.738 0.0 0.0 -0.1 -0.036
H -5.735 5.589 3.966 0.0 0.0 0.0 0.097
H -3.801 1.072 1.583 0.0 0.1 -0.1 0.083
H 0.289 -0.287 1.444 -0.2 0.2 -0.1 0.018
H -0.776 2.072 0.971 -0.1 0.0 -0.1 0.125
H 0.143 -2.862 0.509 0.1 0.0 -0.1 0.116
H -0.429 -2.000 -1.537 0.1 -0.2 -0.1 0.096
H -0.783 -3.496 -2.410 0.1 0.1 0.0 0.112
H -5.906 5.506 -1.151 0.0 0.0 0.0 0.096
H 0.766 -4.603 -1.255 0.0 0.2 0.0 0.141
H -7.470 5.007 -0.470 0.0 0.0 0.0 0.097
H 2.280 5.375 1.606 -0.1 -0.1 -0.1 0.077
C 2.197 1.417 -1.262 0.0 -0.1 -0.2 -0.309
O 2.579 3.779 -1.351 -0.2 -0.1 -0.1 -0.136
O 1.354 -1.870 2.969 0.1 0.1 -0.2 -0.426
H 0.889 4.856 0.635 0.1 -0.1 0.0 0.074
C -2.495 1.385 -0.105 0.3 0.1 -0.2 -0.425
H 2.289 -11.433 0.215 0.0 0.0 0.0 0.092
O 1.732 -7.791 0.492 -0.1 0.0 0.0 0.121
O -6.618 6.690 0.404 0.0 0.0 0.0 0.007
H 2.530 5.737 -0.927 0.1 -0.1 0.1 0.120
C 1.944 4.656 0.850 0.0 0.1 0.1 -0.069
C 1.085 -3.557 -1.316 -0.2 -0.3 0.0 -0.352
C 1.920 -10.415 0.295 0.0 -0.1 0.0 -0.040
H -4.169 6.088 3.292 0.0 0.0 0.0 0.096
H -0.023 2.480 -1.846 0.0 -0.1 0.1 0.129
H -7.363 6.491 -1.456 0.0 0.0 0.0 0.094
H -3.162 2.710 1.498 -0.1 0.0 -0.1 0.076
H 3.530 0.107 -0.146 -0.1 0.0 0.0 0.124
H 1.305 -10.165 -0.568 0.0 0.0 0.0 0.097
C 2.015 -1.767 0.270 0.1 -0.3 0.0 -0.424
H -0.435 0.777 -1.496 0.0 0.1 0.0 0.121
O -5.619 4.935 1.411 0.1 -0.1 0.0 0.114
O 1.935 -0.986 -0.921 -0.2 0.2 0.2 -0.170
H 3.070 -2.039 0.438 -0.1 -0.1 -0.1 0.133
C -5.172 6.422 3.550 0.0 0.0 0.1 -0.035
H 2.397 0.100 2.007 -0.1 0.1 -0.1 0.017
O 3.086 -9.589 0.337 0.0 0.0 0.0 0.003
H 1.856 1.455 -2.308 0.0 0.0 0.2 0.160
H 4.079 2.414 -1.641 0.0 -0.1 0.2 0.141
H 1.332 -10.295 1.203 0.0 0.0 0.0 0.097
O -2.103 0.025 0.129 0.2 0.3 0.1 -0.060
C -0.143 1.736 -1.048 -0.2 0.0 -0.1 -0.181
H -5.127 7.241 4.261 0.0 0.0 0.0 0.094
H 3.518 -0.153 -1.897 0.1 0.1 0.1 0.139
C -1.196 2.189 -0.035 -0.1 -0.1 0.0 -0.125
H -0.202 -1.781 -3.906 -0.1 -0.1 -0.1 0.066
H 1.211 -1.531 -3.190 0.0 0.0 -0.1 0.048
O 3.983 -7.630 0.464 0.0 0.0 0.0 0.009
O 1.107 1.569 -0.388 0.0 0.1 0.2 -0.132
N 0.547 -2.263 -3.421 0.1 0.1 0.2 0.008
H 4.853 -5.810 0.578 0.0 -0.1 0.0 0.095
H -4.463 2.209 0.401 0.1 0.1 0.1 0.074
H 1.598 -3.800 0.768 -0.1 0.1 0.0 0.116
C 2.792 4.811 -0.406 0.0 0.2 0.1 -0.264
O -5.837 6.952 2.398 0.0 0.0 0.0 0.007
C -3.545 1.884 0.893 0.0 -0.2 0.2 -0.035
C 0.017 -2.793 -2.162 0.0 0.1 0.1 -0.215
H 3.342 -5.948 1.507 0.0 0.0 0.0 0.098
H 3.477 2.520 0.039 0.0 0.0 -0.2 0.132
H -1.428 3.251 -0.168 0.0 -0.1 0.0 0.121
H -2.904 1.466 -1.124 0.1 -0.1 0.1 0.141
H 3.860 4.873 -0.151 -0.1 0.0 0.0 0.118
H -2.879 -0.529 0.095 -0.4 -0.3 0.0 0.086
P 1.463 -0.940 1.816 0.1 -0.1 0.2 0.749
H 2.672 -2.749 -2.102 0.0 0.3 -0.1 0.067
O 2.377 -3.636 -1.894 -0.1 -0.3 0.1 -0.028
H 2.024 3.652 1.279 0.0 0.1 -0.1 0.068
H 3.291 -5.804 -0.270 0.0 0.0 0.0 0.086
C 3.179 2.549 -1.020 0.2 0.0 -0.1 -0.171
C 2.880 0.068 -1.030 0.2 -0.1 -0.1 -0.142
C 3.844 -6.210 0.577 0.0 0.2 0.0 -0.034
```
Positions in Å, forces in eV/Å.

Total charge: 0
ΔE to the lowest compared entry with this formula, charge and spin: 0.114 eV
Structure (SMILES): CCOC[C@@H](CO[C@H](C[C@H](O)CN)[PH2]=O)OCC[C@H](C)O.COC(=O)OC.COC(=O)OC
DFT total energy: -2048.0998 hartree
Highest occupied orbital energy: -9.23 eV
Kohn-Sham gap: 9.7 eV

=====

Density functional theory data (ωB97M-V/def2-TZVPD) for a molecular structure, C5H2ClNS.

The geometry in XYZ format:
```
10
Properties=species:S:1:pos:R:3:forces:R:3:lowdin_charge:R:1
C 2.543 0.127 0.658 -0.9 0.1 -0.1 -0.267
Cl -1.583 -3.224 -0.740 -0.5 -2.3 -0.9 0.591
N 3.468 -0.517 0.894 2.6 -1.1 0.6 0.187
H -0.129 1.962 0.943 1.0 0.1 0.0 0.128
H -1.905 1.437 -0.543 0.8 1.1 0.9 0.054
C 0.156 1.124 0.286 -1.4 0.7 0.5 -0.173
S -1.483 -0.538 -1.314 0.5 -1.3 -0.7 0.844
C -1.399 -1.730 -0.134 0.8 1.7 1.1 -0.967
C 1.345 0.530 0.366 -2.1 0.8 -0.7 0.050
C -1.013 0.828 -0.416 -0.8 0.2 -0.7 -0.446
```
Positions in Å, forces in eV/Å.

Total charge: 0
ΔE to the lowest compared entry with this formula, charge and spin: 6.590 eV
DFT total energy: -1104.5965 hartree
Highest occupied orbital energy (spin up / spin down): -8.88 / -8.63 eV
Kohn-Sham gap (spin up / spin down): 6.6 / 6.9 eV

=====

Density functional theory data (ωB97M-V/def2-TZVPD) for a molecular structure, C33H33AsBrGeN6Pt.

The geometry in XYZ format:
```
76
Properties=species:S:1:pos:R:3:forces:R:3:lowdin_charge:R:1
H -1.989 0.703 -2.226 0.0 0.0 0.0 0.088
H 0.110 4.232 3.056 0.0 0.0 0.0 0.007
N -2.037 0.289 1.798 -0.1 0.1 -0.1 -0.126
H -0.094 6.048 -0.014 0.0 0.0 0.0 0.011
H 1.328 5.547 -0.953 0.0 0.0 0.0 0.004
H 2.457 -5.634 -0.067 0.0 0.0 0.0 0.097
C 2.461 1.821 5.009 0.2 -0.1 -0.1 -0.061
C 2.864 1.303 -2.142 0.0 0.0 0.0 -0.097
C 0.409 -6.133 -0.462 0.0 0.0 0.0 -0.103
C -2.518 -2.023 -4.898 0.0 0.0 0.0 -0.104
C 1.489 -5.267 -0.386 0.0 0.0 0.0 -0.099
H -5.440 -0.919 0.537 0.0 0.0 0.0 0.093
As 0.628 3.648 0.616 0.0 0.1 0.0 1.023
C -0.790 -0.464 0.136 0.3 0.0 -0.4 -0.428
C -1.668 -2.251 -3.822 0.1 -0.1 0.0 -0.111
H -1.692 -6.307 -0.868 0.0 0.0 0.0 0.095
C -2.123 -0.058 -2.989 0.0 0.0 0.0 -0.112
C 1.927 1.260 3.858 0.5 0.0 0.0 -0.190
C 1.710 0.659 -1.716 -0.1 0.1 0.0 -0.148
C -3.170 -0.805 -5.022 0.0 0.0 0.0 -0.112
Pt -0.008 0.294 1.845 -0.2 -0.3 -0.1 0.956
C -3.126 0.523 2.520 0.0 0.0 -0.1 -0.178
C 3.616 -0.742 -3.150 0.0 0.0 0.0 -0.102
H 3.016 2.350 -1.902 0.0 0.0 0.0 0.093
C -1.455 -1.274 -2.852 0.0 0.0 0.1 -0.256
C 1.322 -3.923 -0.685 0.0 0.0 0.0 -0.143
H -1.273 2.268 -0.299 0.0 0.0 0.0 -0.014
C 0.083 -3.415 -1.068 0.1 0.1 0.0 -0.276
C -0.504 4.054 2.171 0.0 0.0 0.0 -0.355
H -1.610 4.010 -0.562 0.0 0.0 0.0 0.024
H -1.122 4.931 1.977 0.0 0.0 0.0 0.018
H -5.250 0.372 2.694 0.0 0.0 0.0 0.073
H -3.835 -0.624 -5.858 0.0 0.0 0.0 0.091
H 3.536 1.904 5.114 0.0 0.0 0.0 0.117
H 0.977 1.194 -1.119 0.0 0.0 0.0 0.042
C 2.456 -1.378 -2.720 0.0 0.0 0.0 -0.115
N 2.022 0.179 1.711 0.0 0.0 -0.1 -0.036
Ge -0.202 -1.490 -1.334 0.0 0.0 0.0 0.941
C 2.708 0.706 2.759 0.0 0.1 0.2 -0.314
C 1.488 -0.690 -1.989 -0.1 -0.1 0.0 -0.279
H -1.217 1.439 4.566 0.0 0.0 0.0 0.096
N 4.139 -0.072 1.499 0.0 -0.1 -0.2 0.049
H -1.164 -3.209 -3.739 0.0 0.0 0.0 0.092
C -2.080 -0.403 0.578 -0.5 0.1 0.3 -0.463
C -0.850 3.228 -0.601 0.0 0.0 0.0 -0.347
H 4.359 -1.296 -3.714 0.0 0.0 0.0 0.094
H -1.979 -3.927 -1.389 0.0 0.0 0.0 0.096
H -0.244 2.438 6.638 -0.1 0.0 0.0 0.108
N 0.610 1.141 3.679 -0.2 0.0 0.2 -0.034
H 0.531 -7.180 -0.214 0.0 0.0 0.0 0.093
N 1.700 2.256 6.003 0.4 0.0 0.0 0.083
H -2.672 -2.799 -5.639 0.0 0.0 0.0 0.093
C 2.950 -0.320 0.932 0.2 -0.2 0.0 -0.094
H -3.444 -1.450 -0.778 0.0 0.0 0.0 0.093
C 0.864 5.527 0.033 0.0 0.0 0.0 -0.371
C -0.993 -4.297 -1.128 -0.1 0.0 0.0 -0.118
C -4.468 -0.575 0.875 0.0 0.0 0.1 -0.111
H -0.474 3.135 -1.621 0.0 0.0 0.0 0.016
C -2.970 0.179 -4.061 0.0 0.0 0.0 -0.095
H 1.521 6.049 0.730 0.0 0.0 0.0 0.005
H 2.803 -0.844 0.003 0.1 0.0 0.1 0.118
C 0.399 2.106 5.832 -0.5 0.0 0.0 -0.117
C -0.836 -5.643 -0.831 0.0 0.0 0.0 -0.095
C -3.367 -0.870 0.133 0.1 0.1 0.0 -0.047
C 3.824 0.600 -2.860 0.0 0.0 0.0 -0.109
H 2.310 -2.428 -2.951 0.0 0.0 0.0 0.097
C -4.378 0.145 2.098 0.0 0.0 -0.1 -0.124
H -1.142 3.190 2.350 0.0 0.0 0.0 -0.012
H -2.995 1.045 3.464 0.0 0.0 0.0 0.085
H -3.482 1.131 -4.144 0.0 0.0 0.0 0.096
C -0.151 1.554 4.687 -0.3 0.1 0.1 -0.088
Br 0.237 -2.840 2.831 0.2 0.1 0.1 -0.574
H 4.728 1.095 -3.194 0.0 0.0 0.0 0.092
H 2.174 -3.258 -0.590 0.0 0.0 0.0 0.082
N 4.006 0.581 2.664 0.0 0.1 0.2 0.138
H 5.051 -0.326 1.163 0.0 0.0 0.0 0.158
```
Positions in Å, forces in eV/Å.

Total charge: -1
DFT total energy: -8611.9157 hartree
Highest occupied orbital energy: -3.05 eV
Kohn-Sham gap: 4.8 eV

=====

Question: DFT total energy of number 2 (C19H42NO12P)?
Answer: -2048.0998 hartree

=====

Question: Number 4 is which compound?
Answer: C33H33AsBrGeN6Pt

=====

Question: Among the records above, which one has the lowest total charge?
Answer: C33H33AsBrGeN6Pt

=====

Question: Number 1 is which compound?
Answer: C28H80N2O12